No. 1
Formula: C15H31MgNO2P2
Source: the OMol25 dataset
Level of theory: ωB97M-V with the def2-TZVPD basis set

XYZ file:
```
52
Properties=species:S:1:pos:R:3:forces:R:3:lowdin_charge:R:1
P 0.1927 -1.4164 -2.1477 -0.933 -0.209 0.239 0.8458
P 0.2651 2.0012 -1.1161 0.269 -1.058 -1.724 0.9323
C -0.1293 0.0192 -3.2026 0.130 -0.322 -0.960 -0.4036
C 0.6977 1.2414 -2.7689 -0.078 0.364 -0.140 -0.3570
H -1.2041 0.2316 -3.1897 0.162 -0.017 0.082 0.0798
H 0.1349 -0.2987 -4.2212 -0.098 0.578 -0.172 0.0777
H 1.7748 1.0173 -2.7563 -0.235 -0.074 0.090 0.0736
H 0.5699 2.0374 -3.5198 0.044 -0.099 0.126 0.0815
C -1.2952 2.8591 -1.5186 0.213 0.316 -0.065 -0.2134
H -1.5374 3.5132 -0.6740 -0.130 -0.081 -0.113 0.0631
H -2.1118 2.1420 -1.6675 0.356 0.132 0.110 0.0406
H -1.1840 3.4748 -2.4199 0.066 -0.115 0.192 0.0543
C 1.4801 3.3359 -0.9971 0.361 0.705 -0.187 -0.2365
H 1.2951 4.1074 -1.7579 0.039 -0.048 0.173 0.0486
H 2.4979 2.9555 -1.1554 -0.310 -0.062 0.121 0.0486
H 1.4320 3.8086 -0.0112 -0.025 -0.041 -0.088 0.0445
C -1.0653 -2.6877 -2.5182 0.083 -0.259 -0.987 -0.2589
H -1.1805 -3.3577 -1.6557 0.100 0.249 -0.246 0.0387
H -0.7386 -3.2662 -3.3955 -0.383 -0.051 0.101 0.0346
H -2.0352 -2.2138 -2.7281 0.267 -0.154 0.088 0.0494
C 1.7461 -2.1381 -2.7666 -0.019 -0.129 -0.569 -0.2551
H 2.5432 -1.3835 -2.7737 -0.163 -0.164 -0.019 0.0399
H 1.5981 -2.5358 -3.7800 0.300 0.014 0.115 0.0393
H 2.0576 -2.9532 -2.1001 -0.097 0.183 -0.147 0.0430
Mg 1.5870 1.5454 3.7391 -0.658 -0.015 0.565 0.8375
C -0.5046 0.9715 0.3992 -1.708 -1.284 4.032 -0.4303
C -1.7897 0.3549 0.2321 0.483 2.738 -0.109 -0.2159
C -2.0575 -1.0531 0.3496 -0.331 -1.945 -1.047 -0.2549
C -1.7827 -1.8886 1.6564 -0.760 0.850 -0.147 -0.1796
C -0.6549 -2.8250 1.4579 0.962 -0.596 -0.206 -0.1188
C 0.4696 -2.5280 0.7812 -0.232 0.125 1.158 -0.1386
C 1.0439 -1.1491 0.6148 1.561 0.944 -0.750 -0.2693
C 0.4580 0.0903 1.3108 -0.243 0.256 -1.210 -0.1987
C 0.9901 -0.0626 4.8328 0.559 -0.771 -0.065 -0.2284
H -0.6381 1.8981 0.9981 0.210 0.081 -0.539 0.0876
H -2.6291 1.0000 -0.0521 0.325 -0.154 0.410 0.0676
H -1.4627 -1.5021 -0.4786 -0.646 -0.530 0.852 0.0237
H -3.1202 -1.2205 0.0926 0.414 0.073 0.027 0.1125
H -1.6728 -1.2388 2.5404 -0.136 -0.151 -0.243 0.1107
H -2.6864 -2.4909 1.8219 0.230 0.111 0.185 0.1024
H -0.8266 -3.8293 1.8610 0.179 0.042 -0.664 0.1017
H 1.1295 -3.3198 0.4340 0.064 -0.080 0.409 0.0954
H 1.0556 -0.9121 -0.4994 0.305 -0.094 2.034 -0.0176
H 2.1281 -1.1795 0.8749 -0.598 -0.391 0.199 0.1147
H -0.0558 -0.1944 2.2368 0.019 0.465 -0.341 0.0762
H 1.3275 0.7233 1.5816 0.042 0.051 -0.141 0.0552
H 1.6376 -0.4568 5.6240 -0.152 0.013 -0.160 -0.0362
H 0.7379 -0.8731 4.1367 -0.127 -0.062 0.404 -0.0465
H 0.0866 0.3476 5.2988 0.002 -0.093 -0.118 -0.0181
O 0.0071 2.7657 3.4095 0.330 1.118 0.498 -0.2145
N 0.1977 3.4602 4.4746 0.615 -1.298 -0.158 -0.1472
O 1.2208 3.0733 5.1131 -0.627 0.938 -0.897 -0.1812
```
Positions in Å, forces in eV/Å.

Output
HOMO (alpha / beta): -5.3482 / -5.3489 eV
Lowest unoccupied orbital energy (alpha / beta): -0.029 / -0.029 Ha
2S+1: 1
Orbital gap (alpha / beta): 0.1677 / 0.1677 Ha
Energy relative to the best compared isomer or geometry (same formula, charge and spin): 0.0 kcal per mole



No. 2
Formula: C15H31N6O3
Source: the OMol25 dataset
Level of theory: ωB97M-V with the def2-TZVPD basis set

XYZ file:
```
55
Properties=species:S:1:pos:R:3:forces:R:3:lowdin_charge:R:1
C 1.1331 -4.7531 -0.2732 -0.755 0.156 -0.419 -0.0932
C -0.2811 -4.2653 0.0672 0.123 0.301 -0.106 -0.2328
C -0.4760 -3.6372 1.4764 -0.133 -0.833 0.024 -0.2934
C -0.2584 -4.7947 2.4958 -0.409 0.512 0.167 -0.0677
C 0.4066 -2.3773 1.7688 -0.551 -0.584 -0.649 -0.1501
N 0.5301 -1.5804 0.5387 0.323 0.050 0.869 0.1222
C -0.4712 -0.8108 0.0981 -1.427 0.693 -0.236 -0.4615
O -1.6434 -0.9649 0.3945 0.129 -0.107 -0.027 0.0958
C -0.0888 0.3971 -0.7769 -0.226 0.330 -0.949 -0.1997
C -0.8836 0.4999 -2.1079 0.589 -0.126 0.264 -0.1048
C -0.4296 1.6370 -3.0896 -0.134 -0.697 0.612 -0.1544
C -1.1403 2.9690 -2.8512 2.054 0.100 -0.754 -0.1289
N -0.6562 3.9732 -3.8486 -0.696 -0.712 0.830 0.1043
C 0.4378 4.7184 -3.7646 -0.386 0.036 -0.430 -0.4529
N 0.7211 5.5050 -4.7941 -0.529 0.024 -0.512 0.2013
N 1.2561 4.7476 -2.7393 -1.808 -1.982 1.066 0.2411
N -0.3200 1.5771 0.0486 -0.450 -0.908 0.582 0.1341
C 0.5049 2.6085 0.2010 -0.657 1.011 1.344 -0.5102
C 0.3386 3.3668 1.5202 -0.311 -0.610 -0.659 0.0326
O 1.2780 2.9962 -0.6601 0.865 -0.146 -0.761 0.0048
C -0.0527 -1.5040 2.9919 1.080 -0.285 -0.667 -0.4479
O -0.1940 -0.3064 2.9002 -0.444 0.771 -0.364 0.0643
N -0.0733 -2.1550 4.1612 -0.013 -0.903 1.062 0.0299
C -0.4667 -1.5302 5.4429 0.399 0.087 -0.466 -0.0352
H 1.5011 -5.4635 0.4627 0.076 -0.184 -0.131 0.0646
H 1.8019 -3.8939 -0.2883 0.265 -0.097 -0.212 0.0576
H 1.0669 -5.2196 -1.2837 0.474 0.261 0.775 0.0895
H -0.9638 -5.1159 -0.0257 -0.035 0.096 0.256 0.1104
H -0.6010 -3.5809 -0.7259 0.027 0.130 0.224 0.0991
H -1.5196 -3.2957 1.5012 0.200 -0.152 0.197 0.1378
H -0.7596 -5.7108 2.1784 -0.021 0.143 -0.197 0.0853
H -0.6958 -4.5667 3.4731 0.148 -0.064 -0.108 0.0648
H 0.7955 -5.0512 2.6174 0.061 0.140 0.046 0.0802
H 1.4175 -2.6956 2.0197 0.145 -0.123 -0.067 0.1546
H 1.4435 -1.3097 0.2394 0.414 0.043 0.155 0.1406
H 0.9690 0.2988 -0.9996 0.289 0.445 -0.157 0.1451
H -1.9515 0.5745 -1.8714 0.147 0.037 -0.027 0.1243
H -0.7406 -0.4640 -2.5958 -0.101 -0.010 -0.247 0.1190
H 0.6663 1.7919 -3.0543 -0.508 -0.182 0.023 0.1183
H -0.7002 1.2959 -4.0920 0.156 0.069 -0.046 0.1124
H -2.1921 2.8389 -2.9164 -0.929 0.263 -0.205 0.1221
H -0.8754 3.3703 -1.8988 -0.142 0.171 0.815 0.0942
H -1.1576 4.0216 -4.7125 -0.120 0.001 -0.273 0.1504
H 0.1596 5.5255 -5.6307 0.286 0.140 0.113 0.1353
H 1.5852 5.9704 -4.7271 0.778 0.771 -0.595 0.1119
H 1.0615 4.0947 -1.9500 0.766 0.476 -0.197 0.0789
H 2.0104 5.3698 -2.6980 0.996 0.764 0.107 0.1193
H -1.0172 1.4483 0.7761 0.281 -0.212 0.035 0.1537
H 0.8616 4.2940 1.4408 0.563 0.470 0.120 0.0732
H 0.6903 2.7502 2.3524 -0.082 0.166 -0.094 0.0954
H -0.7116 3.6155 1.6594 -0.155 -0.190 0.196 0.0897
H 0.2822 -3.1213 4.1995 -0.530 1.025 -0.077 0.1259
H 0.3425 -1.6020 6.1523 0.357 -0.379 0.261 0.0756
H -0.6004 -0.4462 5.3443 -0.390 -0.476 -0.429 0.0871
H -1.3392 -2.0397 5.8533 -0.049 0.276 -0.084 0.0858
```
Positions in Å, forces in eV/Å.

Output
HOMO: -11.7014 eV
Lowest unoccupied orbital energy: -0.087 Ha
2S+1: 1
Orbital gap: 0.3434 Ha
Net charge: +1
Energy relative to the best compared isomer or geometry (same formula, charge and spin): 5.0 kcal per mole



No. 3
Formula: C15H31N6O3
Source: the OMol25 dataset
Level of theory: ωB97M-V with the def2-TZVPD basis set

XYZ file:
```
55
Properties=species:S:1:pos:R:3:forces:R:3:lowdin_charge:R:1
C 4.7725 -3.4220 -1.3153 -0.559 -0.347 -1.032 -0.0386
N 3.4383 -3.1525 -0.7600 0.599 -0.410 -0.228 0.0395
C 2.9850 -1.9302 -0.4846 0.863 0.899 0.020 -0.4801
O 3.6829 -0.9338 -0.6221 -0.534 0.008 0.140 0.0679
C 1.5602 -1.8451 0.0574 -0.933 -0.118 -0.400 -0.2066
C 1.5614 -1.9475 1.5960 -0.629 -0.549 -0.262 -0.1253
C 0.2083 -1.7779 2.2870 -0.186 0.475 0.274 -0.1681
C -0.7919 -2.9309 2.0180 0.584 0.530 -1.112 -0.1347
N -2.1653 -2.6455 2.4705 1.023 -0.419 0.415 0.1045
C -3.2181 -2.2776 1.7531 1.374 -0.162 -0.654 -0.4869
N -3.1564 -1.9067 0.5173 1.307 0.298 -1.900 0.2455
N -4.3919 -2.3331 2.2904 -2.473 -0.055 1.248 0.2158
N 0.9570 -0.6161 -0.4341 0.984 0.814 0.499 0.1368
C -0.1411 -0.4062 -1.1547 -2.238 -0.748 -0.232 -0.4039
O -1.0026 -1.2778 -1.3793 0.871 0.645 0.188 0.0145
C -0.2919 1.0595 -1.6332 0.462 0.271 -1.434 -0.1816
C 0.4491 1.3082 -3.0030 -0.038 -0.547 0.480 -0.0969
C 1.9934 1.2903 -2.8887 -0.163 0.165 0.019 -0.4242
C 2.5370 -0.0215 -3.4522 -0.421 -0.914 -0.706 -0.0831
C 2.6006 2.4782 -3.6501 0.031 -0.675 0.350 -0.0674
N -1.6456 1.5869 -1.7409 0.566 -0.275 -1.290 0.1130
C -2.5461 1.4704 -0.7745 -0.771 -0.739 1.271 -0.5610
C -3.8800 2.0753 -1.0279 -0.999 -0.102 0.429 0.0024
O -2.3407 0.8867 0.2874 0.552 0.021 -0.073 0.0240
H 4.9329 -2.8722 -2.2703 -0.169 -0.213 0.803 0.1015
H 5.5798 -3.2286 -0.6373 0.230 0.501 0.497 0.0796
H 4.8355 -4.4912 -1.5436 -0.205 0.200 -0.009 0.0882
H 2.8202 -3.9129 -0.5911 -0.191 -0.544 -0.066 0.1289
H 0.9610 -2.6257 -0.4052 -0.062 -0.343 0.119 0.1430
H 1.8295 -2.9565 1.8926 0.855 -0.235 -0.220 0.1185
H 2.2974 -1.2444 1.9757 0.001 0.041 0.219 0.1314
H 0.4407 -1.6933 3.3782 -0.532 -0.001 -0.768 0.1322
H -0.2457 -0.8560 1.9350 -0.190 0.310 0.211 0.1050
H -0.3975 -3.8246 2.5159 -0.536 -0.012 -0.101 0.1307
H -0.8296 -3.1406 0.9150 0.002 0.108 0.946 0.1297
H -2.3859 -2.9593 3.3935 0.033 -0.072 0.355 0.1496
H -3.9800 -1.5718 0.0445 0.187 0.040 0.035 0.1410
H -2.2574 -1.7334 0.0506 -0.361 0.116 -0.147 0.0842
H -5.2290 -2.0964 1.7883 0.080 0.089 0.021 0.1402
H -4.4845 -2.5583 3.2475 -0.312 -0.223 0.791 0.1222
H 1.5419 0.1983 -0.3559 0.443 0.022 0.152 0.1320
H 0.2301 1.6658 -0.9207 0.320 0.408 0.642 0.1415
H 0.1262 0.5730 -3.7604 -0.022 0.192 0.338 0.1325
H 0.1622 2.2870 -3.3775 -0.275 0.190 0.133 0.1079
H 2.2816 1.4122 -1.8351 -0.001 -0.177 -0.133 0.1196
H 3.6140 -0.1575 -3.3298 -0.101 0.212 0.148 0.0757
H 2.0431 -0.9280 -2.9926 0.408 0.942 -0.512 0.0838
H 2.3354 -0.0388 -4.5663 0.101 -0.097 1.131 0.1032
H 2.2278 3.4540 -3.3479 -0.056 -0.021 0.147 0.0824
H 3.6751 2.4425 -3.5451 0.375 0.205 0.129 0.0805
H 2.4059 2.3264 -4.6928 -0.238 0.149 -0.776 0.0740
H -1.9531 2.0512 -2.6046 0.568 -0.533 0.634 0.1626
H -3.8020 3.1471 -0.8975 -0.122 0.320 0.124 0.0892
H -4.5968 1.6633 -0.2750 0.588 0.459 -0.745 0.1008
H -4.2375 1.9014 -2.0388 -0.093 -0.097 -0.105 0.0834
```
Positions in Å, forces in eV/Å.

Output
HOMO: -12.2484 eV
Lowest unoccupied orbital energy: -0.086 Ha
2S+1: 1
Orbital gap: 0.3642 Ha
Net charge: +1
Energy relative to the best compared isomer or geometry (same formula, charge and spin): 0.0 kcal per mole



Q: Look up the 2S+1 of the first one.
A: 1



Q: The highest energy relative to the best compared isomer or geometry (same formula, charge and spin) belongs to which entry?
A: number 2



Q: What is the formula in the second record?
A: C15H31N6O3